No. 1
Entry from the Open Molecules 2025 dataset: a single C10H17O3 molecule in a non-equilibrium geometry (ωB97M-V/def2-TZVPD).

Computed properties:
**Frontier orbital gap (spin up / spin down)**: 5.17 / 8.51 eV
**HOMO (spin up / spin down)**: -0.1650 / -0.3649 hartree
**2S+1**: 4
**LUMO level (spin up / spin down)**: 0.025 / -0.052 hartree
**Total charge**: 0
**Energy relative to the best compared isomer or geometry (same formula, charge and spin)**: 442.6 kJ/mol
**Electronic energy**: -16777.8878 eV

```
30
Properties=species:S:1:pos:R:3:forces:R:3
O 0.5858 2.4765 -0.5912 -12.9 -0.8 2.8
O 1.9164 2.6188 -0.9040 14.6 2.2 -4.0
C 1.0933 1.5889 1.5746 -0.3 0.3 0.2
C 0.3840 1.3509 0.2308 -1.2 -1.3 0.6
C 0.9908 0.1207 -0.5106 -0.5 0.2 0.5
C 0.3227 0.0302 -1.8896 0.1 -0.2 0.1
C -0.8096 -0.7661 -1.1909 0.8 -0.5 -0.1
C 0.2518 -1.2039 -0.1097 -0.2 0.7 -1.1
C 1.0185 -2.4133 -0.6140 0.2 -0.4 0.1
C -0.2392 -1.4471 1.2878 0.0 -0.3 0.4
C -1.8300 0.1796 -0.5972 -0.1 0.4 -0.3
C -1.1964 1.2954 0.2916 -0.3 -0.2 0.0
O -1.6307 1.2318 1.6465 -0.5 0.1 0.3
H 0.3508 1.8363 2.3385 0.3 0.0 0.0
H 1.6518 0.7015 1.8946 -0.2 0.2 -0.1
H 1.7855 2.4357 1.4539 -0.2 -0.4 0.2
H 2.0826 0.1248 -0.4599 0.0 0.2 0.1
H 0.0716 0.9796 -2.3626 0.0 -0.1 -0.1
H 0.9346 -0.5889 -2.5512 -0.4 0.2 -0.1
H -1.2167 -1.5989 -1.7750 -0.3 0.2 0.2
H 0.3394 -3.2748 -0.6705 0.2 0.1 0.0
H 1.4678 -2.2684 -1.6016 -0.1 0.0 0.2
H 1.8240 -2.6673 0.0862 -0.1 0.0 -0.1
H -0.9149 -2.3131 1.2520 0.1 0.1 0.2
H 0.6091 -1.7122 1.9293 -0.1 0.0 0.1
H -0.7782 -0.6149 1.7444 0.2 -0.3 -0.1
H -2.3252 0.7280 -1.4064 -0.1 -0.3 -0.1
H -2.6062 -0.3832 -0.0610 0.2 0.3 0.1
H -1.5335 2.2581 -0.1218 0.2 -0.3 0.2
H -2.6000 1.2952 1.6869 0.5 0.0 -0.2
```
Forces are in eV/Å.

***

No. 2
Entry from the Open Molecules 2025 dataset: 2 unconnected molecules or ions with the total composition C10H17PS in a non-equilibrium geometry (ωB97M-V/def2-TZVPD).

Computed properties:
**Frontier orbital gap (spin up / spin down)**: 7.54 / 8.17 eV
**HOMO (spin up / spin down)**: -0.2472 / -0.3368 hartree
**2S+1**: 3
**LUMO level (spin up / spin down)**: 0.030 / -0.036 hartree
**Total charge**: 0
**Electronic energy**: -30764.4519 eV

```
29
Properties=species:S:1:pos:R:3:forces:R:3
C 0.2541 -3.5718 -0.3808 -0.6 0.9 0.9
C -0.2819 -2.3091 -0.5228 -1.5 0.9 1.8
C 0.0950 -4.0913 0.8436 -1.4 1.2 1.7
C -0.9720 -1.8220 0.5753 0.9 -0.4 1.6
C -1.6799 1.9716 -0.5488 2.1 3.1 0.1
C -2.5382 -0.1506 -1.5755 -2.1 3.9 -0.1
C 1.4126 1.5953 2.1094 2.1 0.7 0.9
C 2.3448 -0.1663 0.2865 -1.7 -3.2 3.6
C -1.3988 0.4627 -0.7474 -2.3 2.5 2.1
C 1.8740 0.2383 1.6724 -0.9 1.3 -1.5
P -1.5052 -0.1884 1.0274 0.0 -0.5 -1.4
S -0.7853 -2.9755 1.9039 0.4 -0.5 -1.7
H 0.7071 -3.9049 -1.2230 1.6 -1.9 -2.0
H -0.1657 -1.6960 -1.3499 0.2 0.7 -1.7
H 0.2412 -5.0331 1.2729 0.7 -1.3 0.1
H -2.7188 2.3233 -0.6367 0.2 -0.5 -0.1
H -1.3336 2.3585 0.4953 -0.5 -0.7 -1.6
H -1.0212 2.6715 -1.2981 -1.7 -1.7 1.5
H -3.5229 -0.2217 -0.9376 2.0 0.1 -1.1
H -2.2057 -1.0752 -1.7970 0.3 -3.3 -1.4
H -2.8327 0.4986 -2.5402 0.9 -1.5 2.0
H 1.0659 2.2528 1.2900 -0.2 -0.3 0.6
H 0.7755 1.5569 3.0399 0.2 0.1 -1.3
H 2.3894 2.1109 2.5393 -1.6 -0.5 -0.8
H 1.8857 -1.1268 -0.0750 0.2 0.4 0.8
H 3.3549 -0.4177 0.3798 1.9 0.3 -0.7
H 1.9889 0.4479 -0.4133 -0.4 3.1 -2.9
H -0.3756 0.4823 -1.0442 0.6 -1.0 -0.9
H 2.0482 -0.3555 2.4990 0.5 -1.7 1.3
```
Forces are in eV/Å.

***

No. 3
Entry from the Open Molecules 2025 dataset: a molecular structure, C10H18AlBBrN2OS in a non-equilibrium geometry (ωB97M-V/def2-TZVPD).

Computed properties:
**Frontier orbital gap**: 6.09 eV
**HOMO**: -0.1477 hartree
**2S+1**: 1
**LUMO level**: 0.076 hartree
**Total charge**: -1
**Electronic energy**: -103844.8566 eV

```
35
Properties=species:S:1:pos:R:3:forces:R:3
C -1.3682 -3.4298 4.2772 -0.3 0.0 -0.8
C -1.4024 -3.7459 2.7253 0.9 0.7 0.3
B 0.1397 -3.8753 2.2251 -0.6 -0.3 -0.8
O 0.6925 -2.9098 1.3095 -0.5 -0.8 1.0
Al 1.2442 -5.5034 3.0221 0.1 0.2 0.2
S 3.4828 -5.0596 2.7945 0.6 0.2 0.2
Br 0.7227 -7.5314 1.8226 0.2 0.2 0.2
H -1.5359 -4.3454 4.8510 0.1 0.3 0.0
H -2.1596 -2.6932 4.4722 0.2 -0.2 0.3
H -0.4074 -3.0065 4.5976 -0.2 -0.1 0.0
H -1.9476 -2.9320 2.2109 0.0 -0.4 0.0
H -1.9173 -4.7046 2.5827 0.0 0.3 -0.1
H 0.8243 -2.1266 1.8444 0.0 0.7 -0.1
H 0.7984 -5.6079 4.5699 0.1 -0.3 0.0
H 3.6507 -3.9385 3.5644 -0.4 -0.6 -0.3
N -0.1875 1.1756 -2.0769 0.0 0.0 0.0
C 0.6822 0.1309 -1.8946 0.0 0.0 0.1
C 0.3027 -0.5409 -0.7613 0.2 0.0 -0.2
C -0.8411 0.1192 -0.2428 -0.1 0.2 0.0
C -1.1230 1.1725 -1.0749 0.0 0.0 0.1
H -0.1457 1.8357 -2.8281 0.0 -0.1 -0.2
H 1.4917 -0.0417 -2.5835 0.0 0.0 0.0
H 0.7883 -1.4101 -0.3503 -0.1 0.0 0.0
H -1.3959 -0.1501 0.6410 0.0 0.0 0.0
H -1.9034 1.9157 -1.0416 0.0 0.0 0.0
N -0.0831 4.7763 -2.8733 0.0 0.1 -0.1
C -0.2609 4.9262 -4.2219 0.0 0.0 0.0
C 0.1300 6.1963 -4.5588 0.0 -0.1 -0.1
C 0.5640 6.8341 -3.3684 0.0 0.0 0.1
C 0.4230 5.9319 -2.3457 0.0 0.0 0.0
H -0.2919 3.9461 -2.3503 0.0 0.0 0.1
H -0.6494 4.1207 -4.8226 0.0 0.0 0.0
H 0.1076 6.6195 -5.5495 0.0 0.0 0.0
H 0.9382 7.8399 -3.2723 0.0 0.0 0.0
H 0.6374 6.0122 -1.2936 0.0 0.0 0.0
```
Forces are in eV/Å.

***

> Which formula does entry 3 have?

C10H18AlBBrN2OS

***

> Which of these has the highest electronic energy?

C10H17O3

***

> Look up the 2S+1 of the third one.

1

***

> Which of these has the highest 2S+1?

C10H17O3